A molecular structure, C3H11NO4. Source: the OMol25 dataset; level of theory: ωB97M-V/def2-TZVPD.

Calculated values
orbital gap = 0.342 Eh
energy above the lowest of the compared OMol25 structures with the same formula, charge and spin = 2.341 eV

The geometry in ORCA input format:
```
! RIJCOSX wB97M-V def2-TZVPD def2/J DEFGRID3
* xyz 0 1
H 1.48486 0.58543 0.91746
O 1.58105 0.14048 2.11850
O 1.27928 1.24070 -0.11772
H 0.89303 0.61386 2.61248
H 1.25092 -0.82784 2.12341
C 0.95232 0.63915 -1.21701
O 0.51861 1.24068 -2.17505
C 0.82574 -0.93189 -1.25774
H 0.77742 -1.22109 -2.32286
N -0.38760 -1.09616 -0.45332
H -0.57232 -2.09670 -0.29004
H 1.64277 -1.55505 -0.79625
C -1.62204 -0.45555 -0.90280
H -2.30327 -0.53754 -0.07832
H -1.46811 0.63939 -0.98808
H -2.15478 -0.87827 -1.72713
O -0.79712 1.25532 1.83264
H -0.23760 1.64142 1.10189
H -1.66316 1.60366 1.61994
*
```

Results of the Löwdin charge analysis, in e, for atoms 1 through 2: 0.102 0.041

***

A gas-phase ion, C4H10NO2 (charge -1). Source: the OMol25 dataset; level of theory: ωB97M-V/def2-TZVPD.

Calculated values
SMILES = [O-]CNCCCO
orbital gap = 0.271 Eh
energy above the lowest of the compared OMol25 structures with the same formula, charge and spin = 3.381 eV

The geometry in ORCA input format:
```
! RIJCOSX wB97M-V def2-TZVPD def2/J DEFGRID3
* xyz -1 1
O -0.55841 -1.66226 0.90800
C -1.67607 -1.26617 0.22932
N -1.74677 0.19832 -0.00620
C -0.58545 0.71946 -0.65432
C 0.69214 1.13030 0.14095
C 1.98332 0.17558 -0.19993
O 1.91540 -0.86551 0.71195
H -1.58906 -1.83362 -0.73388
H -2.61386 -1.44013 0.81027
H -1.97523 0.74818 0.81162
H -0.86228 1.64193 -1.17709
H -0.26119 0.19995 -1.56402
H 0.78124 2.19217 0.12041
H 0.55051 0.64233 1.12386
H 2.13545 -0.19999 -1.21992
H 2.86919 0.81289 -0.15495
H 0.94107 -1.19344 0.85394
*
```

Results of the Löwdin charge analysis, in e, for atoms 1 through 2: -0.333 -0.472

***

A molecular structure, C45H40Cl3NO4PV. Source: the OMol25 dataset; level of theory: ωB97M-V/def2-TZVPD.

Calculated values
orbital gap (alpha / beta) = 0.211 / 0.291 Eh
energy above the lowest of the compared OMol25 structures with the same formula, charge and spin = 0.000 eV
<S²> = 0.785

The geometry in ORCA input format:
```
! RIJCOSX wB97M-V def2-TZVPD def2/J DEFGRID3
* xyz -1 2
V 0.07297 0.04074 0.84352
O -0.28978 -3.65759 0.61988
C -0.68706 -2.73422 -0.05948
O -0.96036 -1.53948 0.37778
C -1.03353 -3.03296 -1.51319
C -1.72310 -4.23566 -1.69494
C -2.13161 -4.65381 -2.94558
C -1.83103 -3.87846 -4.05936
C -1.12799 -2.70063 -3.89451
C -0.72003 -2.25224 -2.63133
P 0.24812 -0.68399 -2.53160
C 1.86892 -1.16789 -3.23146
C 2.23625 -2.47148 -3.55503
C 3.51133 -2.74490 -4.03413
C 4.42771 -1.71938 -4.21209
C 4.07327 -0.41573 -3.88997
C 2.81028 -0.14758 -3.38790
C -0.53147 0.22398 -3.92936
C -1.89537 0.51053 -3.82310
C -2.54839 1.23531 -4.80530
C -1.84840 1.70011 -5.91190
C -0.49631 1.42260 -6.02866
C 0.15738 0.68624 -5.04701
H -1.92674 -4.83458 -0.81770
H -2.68159 -5.58064 -3.05286
H -2.13662 -4.19170 -5.05003
H -0.88246 -2.10560 -4.76630
H 1.53285 -3.28199 -3.41899
H 3.78691 -3.76624 -4.26688
H 5.42120 -1.93464 -4.58551
H 4.79063 0.38842 -3.99707
H 2.55689 0.86693 -3.09546
H -2.45536 0.15043 -2.96818
H -3.60615 1.44331 -4.70293
H -2.35690 2.27339 -6.67685
H 0.05847 1.77534 -6.88949
H 1.21167 0.46957 -5.15863
Cl 6.75322 1.71698 -1.67765
C 5.12422 1.59792 -1.04195
C 4.32853 2.73738 -1.03967
C 3.03013 2.62594 -0.53546
Cl 2.02071 4.04347 -0.51082
C 2.51526 1.42823 -0.06996
O 1.31326 1.36369 0.48130
C 3.33004 0.25602 -0.14890
C 2.76320 -0.98623 0.15248
O 1.48794 -1.18149 0.38163
C 4.66428 0.38014 -0.60537
H 4.69837 3.68540 -1.39906
H 3.37901 -1.88410 0.12028
H 5.29444 -0.49724 -0.66884
Cl -6.52976 2.60544 2.72827
C -5.04990 2.17162 1.90357
C -4.65362 0.84304 1.86477
C -3.48127 0.50589 1.21150
C -2.68427 1.47894 0.59866
C -1.43980 1.09706 -0.11334
C -3.11373 2.80325 0.65702
C -4.29183 3.15632 1.30118
H -5.25772 0.08600 2.34685
H -3.15313 -0.52689 1.18730
H -0.95524 1.95235 -0.58794
H -1.66340 0.36176 -0.88144
H -2.51030 3.57354 0.19044
H -4.61414 4.18833 1.34422
C -1.96752 2.85584 3.88628
C -0.43905 2.93590 3.81840
C 0.04405 3.38373 2.44552
C 0.13239 1.65427 4.40142
C 0.60465 1.74366 5.70702
C 0.92830 0.62338 6.44950
C 0.69728 -0.62375 5.90032
C 0.23700 -0.77743 4.59680
C -0.09007 -2.19299 4.15461
C -1.49954 -2.33690 3.57608
C 0.99719 -2.79992 3.26837
C 0.05591 0.37650 3.80178
N -0.21747 0.23671 2.44072
H -2.41512 3.79315 3.55082
H -2.29841 2.65907 4.90811
H -2.34532 2.05591 3.24693
H -0.13081 3.71606 4.52172
H -0.33664 2.75734 1.64547
H 1.13122 3.37316 2.37961
H -0.29710 4.40695 2.26217
H 0.69132 2.72707 6.15491
H 1.30005 0.72185 7.46191
H 0.85959 -1.51427 6.49686
H -0.08717 -2.77113 5.08527
H -1.62050 -1.78569 2.64662
H -2.23938 -1.98138 4.29812
H -1.69627 -3.38794 3.35687
H 1.10089 -2.27471 2.32399
H 0.74525 -3.83331 3.02382
H 1.95622 -2.77937 3.79248
*
```

Results of the Löwdin charge analysis, in e, for atoms 1 through 2: 0.975 0.085

***

A gas-phase ion, C5H8N (charge +1). Source: the OMol25 dataset; level of theory: ωB97M-V/def2-TZVPD.

Calculated values
orbital gap = 0.350 Eh
energy above the lowest of the compared OMol25 structures with the same formula, charge and spin = 7.309 eV

The geometry in ORCA input format:
```
! RIJCOSX wB97M-V def2-TZVPD def2/J DEFGRID3
* xyz 1 1
C 1.65478 0.19543 0.10475
C 2.84727 0.57749 -0.01998
C 0.45023 -0.60573 -0.35418
C 0.21874 -1.96340 0.11019
C -0.10808 1.90759 -0.08769
N 0.27870 0.59480 0.38557
H 0.22826 -0.47376 -1.51590
H 0.99138 -2.40152 0.61374
H 0.04155 -2.60074 -0.79226
H -0.54444 -1.86671 0.83261
H 0.23773 1.96337 -1.03870
H -1.20848 2.02389 -0.02083
H 0.24297 2.67715 0.50178
H -0.12846 0.56556 1.43010
*
```

Results of the Löwdin charge analysis, in e, for atoms 1 through 2: -0.257 0.324

***

Among the records above, which one has the lowest energy above the lowest of the compared OMol25 structures with the same formula, charge and spin?
C45H40Cl3NO4PV

***

Which of these has the lowest energy above the lowest of the compared OMol25 structures with the same formula, charge and spin?
C45H40Cl3NO4PV